# 1
Below is C22H17N4ScSe2 as an isolated structure, with properties calculated with ωB97M-V/def2-TZVPD.

Structure (XYZ):
```
46
Properties=species:S:1:pos:R:3:nbo_charge:R:1
Se 1.3343 -2.2094 2.2927 0.3059
Se 1.6414 -2.6370 -0.0170 0.2888
Sc 0.0887 -0.1926 0.0680 1.7130
N -1.3912 2.1930 -1.0371 -0.0223
N 2.2798 0.0655 -0.2169 -0.6133
N -1.1997 -1.3263 1.4698 -0.6263
N -0.7060 1.8782 -0.0409 -0.3560
C -2.6803 -2.8849 3.2017 -0.0845
C 0.5964 3.3245 3.0675 -0.1830
C -2.4039 1.4432 -3.0494 -0.1355
C -1.2913 -2.9892 3.1818 -0.2309
C -3.3128 -2.0126 2.3316 -0.2180
C 4.3829 1.0510 -0.7309 -0.2129
C -1.6023 1.1464 -1.9567 0.0070
C 4.9528 -0.2052 -0.8491 -0.0879
C -1.2822 -1.0880 -2.7161 -0.1978
C -0.3981 2.8768 0.9230 0.1426
C 0.2344 2.4257 2.0780 -0.2424
C -2.0915 -0.8076 -3.8226 -0.1545
C 3.0392 1.1505 -0.4122 0.0911
C 2.8459 -1.1462 -0.3186 0.0421
C 4.1707 -1.3392 -0.6331 -0.2276
C -0.5966 -2.1869 2.3037 0.0397
C -0.6734 4.2273 0.7411 -0.2165
C 0.3217 4.6737 2.8918 -0.1638
C -2.6489 0.4493 -3.9896 -0.1840
C -0.3105 5.1193 1.7346 -0.1691
C -2.5398 -1.2557 1.4706 0.0911
C -1.0120 -0.1233 -1.7546 -0.5432
H 6.0001 -0.3122 -1.0986 0.2609
H -4.3889 -1.9192 2.3114 0.2637
H 1.0802 2.9789 3.9705 0.2364
H -1.1599 4.5603 -0.1647 0.2528
H 4.5843 -2.3353 -0.7020 0.2642
H -3.2574 -3.4961 3.8828 0.2603
H -0.5195 6.1725 1.6073 0.2447
H -2.9885 -0.5705 0.7612 0.2341
H -3.2709 0.6588 -4.8487 0.2453
H -0.8667 -2.0864 -2.6287 0.2145
H -2.2817 -1.5804 -4.5557 0.2394
H 4.9659 1.9475 -0.8848 0.2635
H -0.7685 -3.6823 3.8256 0.2632
H 0.5991 5.3825 3.6599 0.2436
H -2.8219 2.4361 -3.1517 0.2467
H 2.5497 2.1117 -0.3118 0.2332
H 0.4271 1.3614 2.2327 0.1818
```

Results
Net charge: +2
Kohn-Sham gap: 6.95 eV

=====

# 2
Below is C31H49ClP2Ti as an isolated structure at a distorted geometry, with properties calculated with ωB97M-V/def2-TZVPD.

Structure (XYZ):
```
84
Properties=species:S:1:pos:R:3:lowdin_spin:R:1
Ti 1.3436 0.6246 -0.0881 0.8611
Cl 1.3512 -3.9826 0.7328 0.0000
P -0.6543 0.0311 -1.3458 0.0283
P 0.0384 -0.1560 1.9523 0.0228
C -5.3138 0.5241 -1.9439 0.0000
C -4.1439 -0.2917 -2.3913 0.0001
C 2.0737 2.3866 1.1497 0.0057
C -4.5454 0.2268 0.5421 0.0000
C 5.5877 -2.4527 0.6119 0.0002
C 3.1084 1.8180 -0.8621 -0.0045
C 1.8850 2.6853 2.5976 0.0009
C 4.6090 -1.8033 -0.1352 -0.0008
C 3.2494 -2.1738 -0.0699 -0.0001
C 2.9425 -3.3005 0.7446 -0.0005
C -0.9939 -1.4669 1.1965 0.0037
C 1.3845 2.7645 -2.5619 0.0049
C 3.9129 -3.9375 1.5160 0.0002
C -5.6699 0.4257 -0.4342 0.0000
C -4.7382 -2.3650 -1.0664 0.0000
C 1.2255 2.8448 0.0765 0.0295
C 1.0448 -1.0351 3.1680 0.0054
C 3.2371 1.7550 0.5702 0.0002
C -1.1501 0.8769 2.8745 0.0028
C 4.1552 1.4822 -1.8691 -0.0011
C -1.7020 1.5277 -1.4357 0.0072
C 0.0498 3.7320 0.2592 0.0100
C -3.8550 -1.5297 -1.9357 0.0001
C -4.2164 -0.9722 1.0700 0.0000
C 4.4244 1.2843 1.3361 0.0000
C -4.5581 -2.3056 0.4801 0.0001
C 2.2256 -1.4138 -0.8059 -0.0075
C -0.6976 -0.7473 -2.9780 0.0036
C 1.8470 2.4557 -1.1787 0.0083
C -1.5080 -1.1399 -0.2163 0.0085
C 5.2413 -3.4981 1.4678 -0.0008
H -0.1467 -0.0851 -3.6572 -0.0001
H 0.8940 3.1091 2.8005 0.0000
H -0.3951 -2.3909 1.1636 0.0004
H -5.8008 -2.2033 -1.3045 0.0000
H -0.5324 3.8312 -0.6622 0.0001
H -3.6019 0.1326 -3.2462 0.0000
H -1.3390 2.1401 -2.2744 0.0003
H 5.3152 1.8784 1.0883 -0.0004
H 2.6551 -0.9427 -1.7070 0.0003
H 2.6314 3.4206 2.9483 0.0002
H -1.9154 0.2566 3.3602 0.0001
H -0.1878 -1.7209 -2.9491 0.0001
H 6.6239 -2.1149 0.5451 0.0000
H -1.6363 2.1129 -0.5099 0.0021
H -6.1394 1.3849 -0.1648 0.0000
H -6.4425 -0.3478 -0.3039 0.0000
H 4.2550 1.3650 2.4137 0.0001
H -1.6663 -2.0787 -0.7674 0.0006
H -4.5073 -3.4061 -1.3384 0.0000
H -2.4812 -0.6422 -0.1562 -0.0002
H 5.0234 2.1576 -1.7865 -0.0005
H -5.1398 1.5833 -2.2005 0.0000
H 0.3802 3.2005 -2.5772 0.0000
H -3.7205 -1.0205 2.0456 0.0000
H 3.7682 1.5719 -2.8905 0.0001
H 4.5393 0.4618 -1.7431 -0.0003
H -1.6533 1.5889 2.2077 0.0002
H 2.0132 1.7913 3.2313 0.0001
H -6.2201 0.2241 -2.4989 0.0000
H -1.7187 -0.8887 -3.3626 -0.0002
H -0.6169 1.4494 3.6442 0.0001
H -1.8443 -1.6422 1.8789 -0.0001
H 5.9963 -3.9824 2.0838 0.0000
H -2.9965 -2.0710 -2.3527 0.0000
H 0.4165 -1.5671 3.8919 0.0004
H -5.4998 -2.6867 0.9175 0.0000
H 1.7111 -1.7557 2.6810 0.0002
H -4.1004 1.1497 0.9411 0.0000
H 4.6651 0.2382 1.1093 0.0000
H 1.3821 1.8705 -3.2101 0.0010
H -3.7791 -3.0270 0.7790 0.0001
H 1.3772 -2.0416 -1.1037 0.0014
H -0.6179 3.3703 1.0545 0.0013
H 0.3687 4.7451 0.5518 0.0029
H 4.8991 -1.0055 -0.8171 0.0000
H 1.6589 -0.2969 3.6924 0.0000
H -2.7561 1.2785 -1.6047 0.0004
H 3.6183 -4.7537 2.1661 0.0000
H 2.0731 3.4854 -3.0349 0.0011
```

Results
Net charge: +1
Kohn-Sham gap (alpha / beta): 7.21 / 7.23 eV
Expectation value of S²: 0.756
2S+1: 2
ΔE to the lowest compared entry with this formula, charge and spin: 75.5 kJ/mol

=====

# 3
Below is a 2-piece molecular cluster, C5H4N2 overall at a distorted geometry, with properties calculated with ωB97M-V/def2-TZVPD.

Structure (XYZ):
```
11
Properties=species:S:1:pos:R:3:nbo_charge:R:1
N -2.0790 0.4067 0.6734 -0.1911
N -1.7949 1.4585 -0.2485 -0.2276
C -0.9597 -0.2105 0.9722 -0.0508
C 2.4572 -0.7430 -0.1058 -0.0955
C 0.1113 0.3278 0.2295 -0.0626
C -0.5356 1.3977 -0.5269 -0.0043
C 1.3624 -0.2303 0.0448 -0.0536
H 3.4526 -1.1321 -0.1832 0.2466
H -0.0718 2.0517 -1.2564 0.2155
H -0.9562 -1.0645 1.6384 0.2223
H -0.9863 -2.2620 -1.2375 0.0011
```

Results
Kohn-Sham gap (alpha / beta): 7.34 / 9.84 eV
ΔE to the lowest compared entry with this formula, charge and spin: 654.6 kJ/mol

=====

# 4
Below is a single C2H4N6O molecule at a distorted geometry, with properties calculated with ωB97M-V/def2-TZVPD.

Structure (XYZ):
```
13
Properties=species:S:1:pos:R:3:nbo_charge:R:1
O 1.2993 1.6291 0.0251 -0.5837
N 0.2086 -1.7339 -0.0314 0.1093
N -2.9270 -0.0771 0.0995 -0.6451
N -0.7870 0.8591 -0.2188 -0.6124
N 0.9798 -0.6785 -0.2423 -0.1588
N -1.0762 -1.4965 -0.0745 -0.2476
N 2.4459 -0.8649 0.0413 -0.6016
C -1.6261 -0.1890 -0.0387 0.4873
C 0.5275 0.6963 -0.0977 0.7504
H 2.8515 -0.2251 -0.6337 0.3757
H -3.2651 0.8320 -0.0600 0.3310
H -1.2232 1.6984 0.1262 0.4264
H 2.5919 -0.4498 1.1050 0.3691
```

Results
Kohn-Sham gap: 9.18 eV
SMILES string: [H]/N=c1/nnn(N)c(=O)[nH]1
ΔE to the lowest compared entry with this formula, charge and spin: 106.1 kJ/mol

=====

| no. | electronic energy (eV) |
| --- | --- |
| 1 | -180430.1449 |
| 2 | -87151.2262 |
| 3 | -8222.7086 |
| 4 | -13123.7714 |